Formula: C3H5NO2
Source: the Open Molecules 2025 dataset
Level of theory: the ωB97M-V functional and the def2-TZVPD basis

```
11
C3H5NO2 (the ωB97M-V functional and the def2-TZVPD basis)
O -0.67164 -1.02751 0.95094
H -1.77422 -0.93934 -1.08529
O 0.41890 0.90212 0.60023
C -1.83926 0.03514 -0.54461
N 2.70602 0.72389 0.35850
C -0.71615 0.09201 0.53532
H -1.66286 0.83001 -1.23979
C 1.58160 0.16702 0.33517
H -2.82910 0.03944 -0.07460
H 1.36254 -0.87239 0.07759
H 3.42417 0.04962 0.08654
```

- highest occupied orbital energy (eV) = -10.42
- net charge = 0
- molecular weight (g mol⁻¹) = 87.078
- energy above the lowest of the compared OMol25 structures with the same formula, charge and spin (eV) = 2.133
- frontier orbital gap (hartree) = 0.401
- largest force on an atom (eV Å⁻¹) = 3.66
- total energy (hartree) = -322.49594
- SMILES = [H]/N=C/OC(C)=O
- LUMO energy (eV) = 0.48

=====

Formula: C5H12O
Source: the Open Molecules 2025 dataset
Level of theory: the ωB97M-V functional and the def2-TZVPD basis

```
18
C5H12O (the ωB97M-V functional and the def2-TZVPD basis)
H -1.62094 -1.12182 0.42604
C -0.59375 -1.48218 0.56665
H 1.00480 1.10770 -1.14978
H -2.27679 1.41431 0.76885
C 0.37323 -0.31252 0.42351
H -1.02590 1.21158 -0.77438
H -0.90156 2.58528 0.52083
H -0.52247 -1.88259 1.58459
C -1.66279 1.95806 0.06086
C 0.39484 0.23007 -0.94604
O 0.45758 0.51992 1.40163
H -2.28514 2.49703 -0.65911
H 2.11661 -1.62906 0.73887
H 2.75695 -0.14691 0.07072
C 1.96432 -0.89494 -0.07208
H -0.43504 -2.30268 -0.14663
H 2.22461 -1.43663 -0.99512
H 0.03144 -0.31463 -1.81940
```

- highest occupied orbital energy (alpha / beta) (eV) = -8.38 / -8.38
- net charge = 0
- molecular weight (g mol⁻¹) = 88.150
- energy above the lowest of the compared OMol25 structures with the same formula, charge and spin (eV) = 4.744
- frontier orbital gap (alpha / beta) (hartree) = 0.292 / 0.292
- largest force on an atom (eV Å⁻¹) = 3.43
- total energy (hartree) = -272.77433
- LUMO energy (alpha / beta) (eV) = -0.44 / -0.44

=====

Formula: C15H58N16O14
Source: the Open Molecules 2025 dataset
Level of theory: the ωB97M-V functional and the def2-TZVPD basis

```
103
C15H58N16O14 (the ωB97M-V functional and the def2-TZVPD basis)
N -0.60515 -0.85817 -0.53309
C 3.15185 -2.35317 0.27191
H -4.86115 0.53683 -3.60709
N 1.34785 3.98683 -0.72709
H 1.61785 1.24383 0.27291
H 2.87985 -0.15717 1.41691
H -3.82315 -1.96017 0.24391
H 1.85185 4.85883 -0.54709
O -3.16115 2.35283 0.22191
N 2.99385 1.67783 3.94691
C -1.03215 2.95283 3.84091
H 2.97385 -0.68917 3.07191
O 0.69985 -5.88217 0.14391
H -2.33415 -3.65017 1.18791
C 2.53585 1.26783 2.79591
H 3.27885 0.96983 4.73591
H -4.88215 1.59983 -2.21809
H 3.12385 -1.87117 -2.60609
O 1.87485 2.04483 1.86991
H -2.61415 0.65883 -1.47009
H -1.87815 1.30683 4.25691
H -4.59615 -4.68817 -2.40609
N -0.00915 3.57283 3.32291
C 0.43085 -4.55717 0.51391
H -2.77215 -5.22917 -0.95709
H 0.65885 -3.71717 -1.33609
O -2.03115 3.71283 4.47191
H -0.04115 2.40683 -2.01909
O -0.07415 -0.05917 1.57591
C -2.63515 -2.60817 1.58891
N 0.37685 -4.28117 1.78491
N -2.23515 -4.50017 -1.43809
C 0.13585 3.85983 -0.30309
H 0.44385 -5.10617 2.36491
H -1.75415 -2.25417 2.16991
N 0.25485 -3.59917 -0.40109
H -4.07715 2.49783 -0.03509
N 3.01985 0.11483 2.45791
H -1.29715 2.54283 -0.13809
O -0.00615 -0.87817 -3.20009
C 1.15985 -2.01617 4.50391
N 0.69085 4.15683 -3.39809
H -4.24215 -3.33917 -3.39909
H 5.46285 2.58783 -0.13809
O 3.44485 -1.04517 -0.22409
H -0.05115 4.58583 3.24191
C -2.75315 -3.69017 -2.29709
N -3.87815 -4.04917 -2.77009
C 1.36585 -0.86517 -3.01909
N 2.16385 -1.91917 -2.98109
H -0.53815 1.23183 -3.22109
C -3.16515 0.21683 -2.26309
N 1.12185 0.58183 -0.33409
H 2.74385 -2.29817 1.27091
C -4.19515 1.14883 -2.95709
H -1.39115 -4.12917 -0.99309
H 2.01885 3.19183 -0.73109
O 1.14785 -2.14117 3.12791
H 1.75585 -2.73717 4.98191
H 3.59385 -1.20617 -1.14009
N -0.96715 1.64983 3.82791
H 4.11085 -2.86117 0.30491
H 1.02485 4.18483 -2.38609
H 1.49485 0.51383 -1.29409
H -2.53815 -0.25917 -2.94409
H 0.32585 1.84483 -0.47309
H 2.97185 0.42283 -2.81509
H -3.28815 2.86683 -3.14509
C 4.74485 1.93583 0.20391
C 0.02085 3.12283 -3.91609
N 1.93785 0.26583 -2.84609
H -3.45015 -2.86517 2.18491
H 0.89485 -1.28017 2.73991
H 1.79185 -2.84617 -3.09709
H 0.86685 5.01383 -3.95409
H -0.58815 1.17983 2.98791
H 2.55485 -2.93317 -0.44709
H 5.17785 0.88883 0.06991
H 1.41085 -1.05217 4.85391
H 2.30385 2.34583 4.35691
H -0.50815 -0.94517 -1.51609
H -3.73615 0.56783 0.83591
O -0.38615 3.03783 -5.28509
H 3.90285 1.70483 -1.43909
C 0.10885 -0.12417 0.26691
H 0.11785 -2.01617 4.73091
O -2.11715 -2.56317 -2.81909
H -1.58115 -1.14617 -0.15409
H -3.86015 1.78583 2.07891
O -0.58115 4.79283 0.46791
N -0.36115 2.69183 -0.53809
H 0.45985 -3.39417 2.22891
O 3.64585 2.15783 -0.63609
N -0.01015 2.14783 -3.02209
H -2.32915 1.00583 1.63291
O -3.49515 2.10283 -3.70209
H 0.58785 3.07083 2.59991
H -3.69615 -0.60317 -1.77109
H 4.57085 1.94683 1.31091
O -2.89815 -1.78417 0.47691
H -0.08415 -2.63117 -0.19009
H 1.34485 1.13583 -2.87709
C -3.28315 1.38883 1.26091
```

- highest occupied orbital energy (eV) = -8.29
- net charge = 0
- molecular weight (g mol⁻¹) = 686.727
- energy above the lowest of the compared OMol25 structures with the same formula, charge and spin (eV) = 2.261
- frontier orbital gap (hartree) = 0.275
- largest force on an atom (eV Å⁻¹) = 10.74
- total energy (hartree) = -2535.62333
- LUMO energy (eV) = -0.80

=====

Formula: C9H15InNO3
Source: the Open Molecules 2025 dataset
Level of theory: the ωB97M-V functional and the def2-TZVPD basis

```
29
C9H15InNO3 (the ωB97M-V functional and the def2-TZVPD basis)
C -3.35499 -3.58460 -0.93208
O 3.05294 3.06500 1.69934
C 4.60834 3.45683 -0.14352
H 4.23570 4.47737 -0.24174
H -3.02064 -4.61488 -0.96595
H 4.74654 1.92810 1.37640
C -5.11077 -1.95582 -0.93936
N -2.81194 -1.26798 -0.79205
H 0.71070 -1.58928 -0.49092
H -5.44650 -4.08040 -1.05539
H -4.38539 0.06606 -0.81084
H 0.19763 0.43239 1.41745
H 4.96753 3.57901 1.98297
C 2.25342 2.08141 1.24305
C -0.01259 1.46722 1.15969
H -6.15362 -1.66501 -0.97797
C -4.11424 -0.98506 -0.84530
O 1.01484 2.36595 1.62226
H -0.13801 1.54352 0.08240
H 4.07755 2.81832 -0.84772
H -0.91116 1.80720 1.66524
H 0.15676 -3.73927 -2.40751
C -4.71085 -3.28595 -0.98245
H 5.66844 3.44795 -0.40070
H 0.06846 -4.30371 0.42794
C 4.41747 2.96153 1.27389
O 2.59968 1.18631 0.52403
C -2.39351 -2.55774 -0.83738
In -0.21180 -3.05447 -0.80379
```

- highest occupied orbital energy (eV) = -4.60
- net charge = -1
- molecular weight (g mol⁻¹) = 300.041
- energy above the lowest of the compared OMol25 structures with the same formula, charge and spin (eV) = 0.000
- frontier orbital gap (hartree) = 0.274
- largest force on an atom (eV Å⁻¹) = 0.97
- total energy (hartree) = -822.50574
- LUMO energy (eV) = 2.85

=====

Formula: C43H75Br20F6NO5
Source: the Open Molecules 2025 dataset
Level of theory: the ωB97M-V functional and the def2-TZVPD basis

```
150
C43H75Br20F6NO5 (the ωB97M-V functional and the def2-TZVPD basis)
H 1.44455 -0.87177 0.19240
H -0.40425 -7.43221 -2.14094
F 0.71905 3.09450 -5.81281
N -1.15407 2.90188 0.70377
H -7.58195 2.62272 1.72601
H 3.37660 -3.43422 3.44843
H 10.12133 1.65805 0.08821
H 4.13696 -0.54527 -7.39851
H -1.64940 -0.31242 9.20629
Br -4.35091 6.42488 -0.79452
C -5.73843 2.69734 0.58192
H 0.73756 2.48552 -0.11391
C 1.53640 0.15171 -2.76273
C 0.09835 2.14133 0.70878
H -7.82081 -1.42189 -4.82790
H -6.42338 8.31446 0.09202
C -2.44890 0.32129 8.83631
C 4.29813 -3.97183 5.33430
H -6.09460 -1.15923 -5.11428
C 3.10225 -3.70831 4.46036
H 3.68415 5.13839 5.16491
H 4.44003 -1.17219 1.02303
C -6.47449 -2.50216 -3.44901
H -1.31510 3.26939 -0.22101
H 0.47980 -0.03554 2.48777
C -0.43790 -0.10901 1.89174
H -2.32235 -6.32049 -0.77087
Br -7.46179 6.33490 1.18559
H 12.30123 0.23893 0.18963
C 1.58876 5.22626 5.61418
H -5.82606 3.67931 0.11862
Br -1.20909 -5.46097 -3.38536
C -2.15216 -0.45615 3.79600
Br 2.00407 -2.25950 5.15719
H 11.25180 -1.19250 0.15533
O -2.45551 0.46153 -0.33493
H -2.04630 3.88762 2.33393
H -1.14993 1.37466 3.25344
C -5.15831 -2.73780 0.33841
H 9.06802 -4.06943 -1.39684
O -2.42090 3.70133 -4.33051
C 1.08154 0.07349 -0.22209
H 4.76721 -4.91560 5.06381
Br -1.00246 -4.43240 0.16676
C 0.02913 2.08741 -3.76234
H -2.73291 -1.49309 1.45877
H -5.20923 -2.85843 2.53399
C -0.43481 -6.38239 -1.85714
H -7.91668 7.82418 -0.73009
C 9.46720 -4.53310 -2.29323
H 4.59910 -2.03351 -1.42473
C -1.28181 0.40324 -0.49506
H -0.59385 -1.17465 1.69023
H -3.15880 0.51348 9.63810
H -6.61561 5.73616 -1.56680
H -2.37813 0.92305 2.09617
Br 2.77486 -2.96546 0.67864
H -7.74589 2.17834 0.01639
C 5.24902 -2.31425 -0.60100
H 1.45743 4.37113 6.27048
C 10.26733 0.66994 -0.33575
O 2.59593 -0.40219 -2.78311
C 0.06855 3.34884 -4.69655
C 3.32966 0.11565 -7.69688
C -4.93753 -2.56183 -3.26707
C -6.85137 -1.29431 -4.33831
C -4.48448 -2.72622 1.72447
O -0.80437 0.10788 -1.76724
Br 5.33538 1.25206 -9.40285
H -5.45500 -4.10433 -1.82199
F 2.38368 1.95804 -3.97469
Br -0.09694 5.47966 4.67801
H -6.12645 7.28508 -2.27824
Br 11.95193 -3.56187 -1.26265
C -1.32780 3.92905 -5.07324
H -5.82829 -3.60023 0.27055
O -1.39273 4.62567 -6.03223
H 10.54527 -2.91440 -3.18540
H -3.63896 -1.97580 4.01293
H 2.69840 5.76414 3.82868
F 0.69234 4.31876 -4.00882
C -1.19691 4.02721 1.66051
H -6.81990 -3.43681 -3.89370
H -4.31051 -0.34857 3.78173
C 0.56987 -0.20996 -1.65190
H -6.90093 -2.35399 -2.45335
H 5.10619 -2.73595 1.52800
H -4.49269 -2.95741 -4.18539
C 4.57192 -2.21483 0.73904
Br -0.39641 1.31948 7.11722
F 1.18122 0.51590 -5.03990
C -7.09774 2.12950 0.88931
H -0.27777 4.10473 2.24789
H -2.18772 0.09344 4.73730
H 2.44637 -4.57607 4.43408
H -4.21636 -0.59884 1.43158
C -4.58623 -3.48659 -2.06807
Br 9.69752 -6.42312 -1.89125
H 0.57810 -6.00749 -1.74928
H 1.97095 0.70729 -0.18476
H -0.92793 -6.89910 0.16141
Br 2.29947 -0.82954 -9.05210
C 11.30231 -0.13766 0.39951
C -0.16698 0.59067 0.55094
H 10.53217 0.76188 -1.38699
Br 8.52953 -0.21315 -0.32085
H -5.14089 2.04902 -0.05328
Br 2.72769 3.27466 3.85472
C 3.81875 1.44800 -8.19697
H -1.30918 4.96831 1.11252
H 1.72653 6.12371 6.21372
C -1.25575 -6.20120 -0.60611
C -1.94614 1.61501 8.25583
Br -6.95751 0.24224 1.33347
H -5.77121 -1.83014 0.27232
H -1.42910 -1.27384 3.91033
H 3.05656 1.99932 -8.73785
H -2.22230 3.22560 -3.51403
C 2.73018 5.05409 4.64865
H 0.63649 2.28501 1.64739
C -1.57692 0.51873 2.71552
C -6.19301 6.71323 -1.35516
C -4.12565 -2.70097 -0.80600
F -0.05315 2.54460 -2.50676
Br -4.71818 2.98861 2.20988
H 2.64752 0.25215 -6.86255
Br -3.42891 -0.71955 7.51519
C -3.70249 -1.40887 1.95494
H 8.71705 -4.49836 -3.08036
H -3.90300 -1.67016 -1.08777
H -2.68997 2.12280 7.65018
H 0.59020 -1.31115 -1.69330
H 4.05598 -3.97840 6.39207
C -6.97357 7.47322 -0.31659
H -4.56025 -1.55047 -3.09582
H -6.91794 -0.39937 -3.71515
Br 5.86354 -4.12757 -0.95677
H 11.29304 -4.49685 -3.47456
Br 5.67628 -2.62025 5.07595
C 1.28863 1.20396 -3.89006
H -3.19704 -3.16410 -0.45386
H -1.60394 2.28238 9.04408
H 4.18529 2.05267 -7.36999
F -1.02540 1.35368 -4.10067
C -3.53896 -1.04380 3.44103
H 6.14494 -1.69679 -0.61989
H -3.78179 -4.16426 -2.36249
Br 11.09181 0.00959 2.32917
C 10.74738 -3.89367 -2.75632
H -3.75549 -3.54617 1.74946
```

- highest occupied orbital energy (eV) = -8.70
- net charge = 0
- molecular weight (g mol⁻¹) = 2398.143
- frontier orbital gap (hartree) = 0.315
- largest force on an atom (eV Å⁻¹) = 2.00
- total energy (hartree) = -54193.88170
- SMILES = CCCCCCCCCCCC[C@@]1(CNC)C[C@H](C(=O)C(F)(F)C(F)(F)C(F)(F)C(=O)O)OC1=O.BrCCBr.BrCCBr.BrCCBr.BrCCBr.BrCCBr.BrCCBr.BrCCBr.BrCCBr.BrCCBr.BrCCBr
- LUMO energy (eV) = -0.13